(1)
Entry from OMol25: a 8-piece molecular cluster, C26H74N6O8 overall (ωB97M-V/def2-TZVPD).

Its HOMO-LUMO gap is 9.6 eV. The calculation puts the highest occupied orbital energy at -9.07 eV.

```
114
Properties=species:S:1:pos:R:3:forces:R:3
C -2.596846 0.226803 -3.332836 0.09 0.20 -0.57
O -2.293550 -0.429911 -2.137834 -0.39 -0.47 0.36
C -1.542958 -1.636342 -2.232260 0.47 0.61 0.30
C -2.050524 -2.640968 -3.242398 0.14 -0.01 -0.64
C -3.431754 -3.141004 -2.875062 -0.18 0.20 0.03
N -1.085729 -3.745634 -3.365276 -0.11 0.02 0.25
H -3.355858 -0.282359 -3.940243 -0.02 -0.08 0.12
H -1.717633 0.372309 -3.972136 0.04 -0.01 0.08
H -2.993174 1.211709 -3.079826 0.05 -0.02 0.11
H -0.503046 -1.367898 -2.475936 -0.02 -0.15 -0.10
H -1.538768 -2.045581 -1.219803 -0.01 -0.13 -0.06
H -2.085130 -2.080630 -4.185038 -0.27 -0.23 -0.14
H -3.422377 -3.507308 -1.846324 -0.10 -0.05 -0.01
H -3.803497 -3.929325 -3.530820 0.20 -0.07 -0.07
H -4.148233 -2.321303 -2.953606 0.01 -0.01 0.21
H -0.419261 -3.576205 -4.106262 0.06 0.09 0.06
H -1.559991 -4.608185 -3.598368 -0.04 0.02 0.03
C 0.724009 1.361846 -5.009696 0.26 0.05 0.38
O -0.513968 1.707644 -5.578066 0.17 0.08 -0.28
C -0.651872 3.102212 -5.817510 0.07 -0.14 -0.35
C -1.858028 3.293459 -6.716911 -1.38 -1.03 1.15
C -2.091350 4.735900 -7.136230 0.43 -0.16 -0.89
N -3.100689 2.765269 -6.038366 0.62 0.49 -0.08
H 1.548547 1.958233 -5.419933 -0.10 0.02 -0.09
H 0.942751 0.315685 -5.221717 -0.18 -0.03 -0.01
H 0.717904 1.504657 -3.918687 -0.02 0.00 -0.06
H -0.787589 3.633636 -4.867108 0.10 0.13 -0.03
H 0.245350 3.462312 -6.339059 0.03 0.12 0.18
H -1.769690 2.579538 -7.536869 0.42 0.44 -0.38
H -1.903906 4.830119 -8.209751 -0.11 0.09 0.06
H -1.409372 5.445701 -6.667690 -0.12 -0.05 0.30
H -3.126642 5.018734 -6.968569 -0.01 0.12 0.10
H -3.462744 3.478680 -5.412560 0.04 -0.03 0.07
H -2.813154 1.985138 -5.455042 -0.15 -0.07 -0.07
C 2.110218 -0.336836 -0.842649 0.08 0.15 -0.23
O 1.247052 0.361275 0.010226 -0.06 0.12 0.16
C 0.418107 1.290357 -0.656215 0.19 -0.30 -0.12
C -0.554791 1.870265 0.347863 -0.88 0.61 -0.62
C -1.698241 0.894983 0.638698 -0.10 0.08 0.58
N -1.053635 3.151903 -0.225249 0.21 -0.37 0.30
H 2.784722 -0.917631 -0.217314 -0.01 -0.16 -0.11
H 2.716423 0.349085 -1.453417 -0.01 0.01 0.06
H 1.545191 -0.980222 -1.528920 0.10 -0.13 0.07
H 0.997832 2.100383 -1.115165 0.15 -0.04 0.15
H -0.119375 0.776204 -1.469099 -0.13 0.11 0.05
H -0.035323 2.102029 1.276957 0.28 -0.06 -0.08
H -1.346660 -0.130341 0.547341 -0.07 -0.05 0.06
H -2.558051 1.036590 -0.016995 0.26 -0.06 -0.37
H -2.116117 1.037260 1.641255 0.25 -0.04 0.06
H -1.962702 2.971788 -0.633520 -0.03 0.20 0.01
H -1.213367 3.814605 0.522072 -0.14 0.02 -0.04
C 6.087361 -5.729428 1.923974 -0.20 -0.42 -0.23
O 6.504188 -4.398575 2.001059 0.03 0.17 0.22
C 5.968351 -3.605259 0.975274 0.24 0.17 -0.29
C 6.274480 -2.148696 1.273718 -0.24 0.22 -0.08
C 5.385609 -1.605627 2.378906 0.10 0.74 -0.17
N 6.030282 -1.388108 0.044349 -0.18 -0.20 -0.04
H 4.990922 -5.799761 1.930289 0.06 -0.04 0.10
H 6.496626 -6.268831 2.774688 -0.03 0.05 0.07
H 6.441103 -6.223707 1.007125 0.03 0.11 0.01
H 6.413839 -3.885449 0.006759 -0.01 -0.05 0.04
H 4.881917 -3.736824 0.879769 -0.01 -0.04 0.09
H 7.311301 -2.052807 1.618341 0.07 -0.29 -0.07
H 5.777190 -0.624257 2.671184 0.00 -0.14 0.26
H 5.359422 -2.261124 3.244973 0.00 -0.01 0.04
H 4.377797 -1.392954 2.012911 -0.05 -0.39 -0.03
H 6.638967 -1.702998 -0.700291 0.07 0.10 0.00
H 6.168642 -0.394979 0.174231 0.06 0.00 0.06
C 2.333277 0.950879 3.024291 1.10 -0.56 -0.73
O 1.627250 0.870201 4.217782 -0.67 0.19 0.27
C 0.324993 1.440751 4.118720 0.58 -0.21 -0.13
C -0.273768 1.428254 5.503954 -0.54 0.36 0.49
C -0.624777 0.012074 5.989203 1.06 -0.29 -0.96
N -1.395307 2.380093 5.563279 0.12 -0.01 -0.23
H 2.002288 0.269684 2.232000 -0.51 0.06 0.19
H 3.356309 0.625611 3.239401 -0.01 0.29 0.09
H 2.363403 1.954449 2.578329 -0.10 0.08 0.25
H 0.427990 2.470268 3.753021 -0.20 0.00 0.04
H -0.271277 0.857644 3.400314 -0.11 0.08 0.03
H 0.483778 1.866199 6.158084 0.14 -0.20 -0.01
H 0.024202 -0.698096 5.454851 0.00 0.09 0.15
H -1.634788 -0.273640 5.699045 -0.21 0.15 0.40
H -0.374772 -0.125362 7.037824 -0.55 0.02 0.19
H -1.803886 2.366600 6.489041 -0.06 0.00 -0.01
H -2.124584 2.119455 4.907729 -0.04 -0.08 0.06
C -1.450623 -5.124427 5.270738 0.07 0.09 0.14
O -1.871949 -4.628451 4.024061 -0.15 -0.18 -0.02
C -2.839919 -3.623991 4.135976 -0.34 0.44 0.14
C -3.153508 -3.066881 2.766755 -0.23 0.56 -0.38
C -1.919327 -2.500746 2.076856 -0.30 -0.36 -0.76
N -4.110278 -1.966127 2.950486 0.11 0.16 0.35
H -0.733066 -4.441654 5.742236 -0.03 -0.01 0.00
H -0.971843 -6.086698 5.102502 0.03 0.01 0.01
H -2.295317 -5.256978 5.956422 -0.01 -0.07 -0.04
H -3.773421 -3.982420 4.605839 0.16 -0.29 -0.06
H -2.517189 -2.782564 4.771121 0.27 -0.11 -0.09
H -3.604295 -3.832118 2.121876 0.27 -0.28 0.14
H -1.271454 -3.287821 1.687987 0.15 -0.06 0.45
H -1.371818 -1.802789 2.706940 0.04 -0.01 0.05
H -2.245440 -1.985560 1.167072 -0.04 0.22 0.19
H -4.343015 -1.525415 2.071191 0.03 -0.05 -0.06
H -4.971411 -2.274606 3.383815 -0.02 -0.08 -0.05
C 3.440953 3.860948 -1.707353 -0.46 -0.05 0.91
O 3.542796 3.916090 -3.111852 0.02 0.15 -0.08
H 3.936779 2.982488 -1.280140 0.09 0.03 -0.09
H 3.867789 4.752621 -1.248935 0.35 0.02 -0.41
H 2.407334 3.863581 -1.331633 -0.02 -0.15 -0.35
H 3.054463 3.174448 -3.478886 -0.01 0.00 0.02
C -3.798005 5.863673 1.042158 -0.22 -0.06 -0.10
O -3.853495 4.454877 0.853900 0.04 0.00 0.01
H -3.681205 6.390821 0.090985 0.06 0.02 0.03
H -4.702093 6.229913 1.536019 0.07 0.06 0.06
H -2.940237 6.073974 1.674596 0.03 0.00 0.02
H -4.682048 4.241502 0.417065 0.00 -0.02 0.00
```
Positions in Å, forces in eV/Å.

(2)
Entry from OMol25: a 11-piece molecular cluster, C26H78N17O19P3 overall (ωB97M-V/def2-TZVPD).

Its HOMO-LUMO gap is 8.2 eV. The calculation puts the highest occupied orbital energy at -8.31 eV.

```
143
Properties=species:S:1:pos:R:3:forces:R:3
C 8.143553 5.286452 10.498085 0.38 0.56 -0.33
N 8.771413 4.889332 9.180565 1.13 -1.08 1.53
C 9.366003 5.883862 8.235645 -2.70 -0.26 -0.03
P 8.504373 3.375282 8.513985 -1.47 -0.97 1.05
O 9.127803 3.208152 7.170425 -0.55 0.28 0.96
N 8.875913 2.142142 9.674115 -2.23 3.07 0.38
C 10.191363 2.053232 10.279595 -0.28 0.70 -1.43
C 8.170153 0.900902 9.629075 0.73 -0.58 0.30
N 6.780003 3.268572 8.490945 2.22 -0.92 -0.44
C 5.990923 3.381792 9.674675 -0.88 0.64 0.25
C 6.097683 3.003182 7.259035 -0.83 0.00 -0.16
H 7.139253 5.710042 10.505535 -0.28 -0.12 -1.03
H 8.649913 6.093082 11.028225 0.94 -0.09 -0.41
H 8.055953 4.490112 11.237195 0.48 -0.45 -0.49
H 9.871463 5.450072 7.372835 0.99 -0.33 0.94
H 9.784753 6.742142 8.761105 0.27 -0.29 -0.25
H 8.454443 6.138662 7.695045 -0.04 1.45 -0.18
H 10.251823 1.441822 11.179945 -0.22 -0.40 -0.38
H 10.632053 1.692962 9.350035 2.14 -0.48 0.96
H 10.531373 3.046202 10.573735 0.20 0.02 -0.32
H 7.301893 0.967622 8.973495 0.25 -0.41 0.05
H 8.928183 0.156622 9.385115 -0.27 -0.57 -1.08
H 7.918643 0.528802 10.622245 -0.66 0.47 0.37
H 5.734163 4.432062 9.812935 -0.08 0.06 0.57
H 5.017643 2.902472 9.569425 0.04 -0.41 -0.29
H 6.437883 2.957082 10.573535 0.28 0.16 -0.10
H 5.760383 3.903972 6.746295 0.48 0.31 -0.40
H 5.134803 2.550492 7.495765 0.05 -0.60 0.03
H 6.676823 2.347922 6.608395 -0.08 0.22 -0.11
C -12.178897 -7.643498 -7.625425 1.08 -0.64 1.43
N -11.118347 -7.457598 -6.579295 -0.26 1.48 0.13
C -9.770397 -7.558778 -7.199805 -0.58 -0.66 0.83
P -11.260627 -6.861548 -4.980295 -1.09 1.02 0.41
O -10.844907 -7.678508 -3.799375 0.83 0.54 -1.63
N -10.520727 -5.337108 -5.098065 -3.36 -0.92 -1.13
C -9.445527 -4.963508 -4.343215 3.46 -0.80 1.21
C -10.936767 -4.407838 -6.115385 -0.35 0.47 -0.60
N -12.914507 -6.462288 -4.760375 0.61 0.04 0.29
C -13.833217 -7.564098 -4.804765 -1.34 -0.12 -0.41
C -13.322527 -5.418718 -3.798525 -0.28 0.73 -1.68
H -13.133417 -7.254438 -7.270995 0.12 -0.19 -0.27
H -12.158337 -8.721378 -7.786205 -0.85 -0.15 -0.21
H -11.858527 -7.223648 -8.578935 -0.14 0.54 0.18
H -8.969407 -6.927158 -6.815655 -0.35 0.20 0.63
H -9.832947 -7.289738 -8.254235 -0.10 -0.36 -0.03
H -9.498777 -8.598768 -7.018855 0.64 -0.02 -0.68
H -9.168137 -3.916088 -4.461845 -0.43 0.03 0.57
H -9.482257 -5.360728 -3.328835 -0.20 0.63 0.30
H -8.603957 -5.511018 -4.767585 1.02 0.15 0.19
H -10.865327 -4.834368 -7.115925 -0.35 -0.09 -0.12
H -11.920387 -3.978268 -5.925495 -0.48 -0.46 -0.21
H -10.340907 -3.495968 -6.154665 0.61 -0.30 0.30
H -14.488957 -7.652738 -3.938595 0.78 -0.23 0.88
H -14.639547 -7.346788 -5.505265 0.13 -0.19 -0.92
H -13.354327 -8.515958 -5.034345 -0.14 0.03 0.06
H -12.528567 -4.672078 -3.782475 -0.09 -0.12 0.70
H -13.808557 -5.668248 -2.855335 1.19 -0.95 0.55
H -14.193007 -4.905818 -4.207555 -0.06 0.34 -0.76
C -0.842787 0.259512 -3.920665 -0.48 -0.04 1.16
N -0.938777 0.588622 -2.492065 1.72 0.42 1.11
C -1.985357 -0.189118 -1.781105 0.31 0.15 -0.88
P -0.168297 1.938332 -1.763235 -0.51 0.62 0.01
O -1.102837 3.135632 -1.766015 2.03 -1.62 0.65
N 0.350643 1.356342 -0.221255 -1.16 -2.84 -1.95
C 1.034533 -0.054898 -0.130335 -0.24 2.77 -0.42
C 0.189043 2.112362 0.965855 0.67 0.94 1.00
N 1.333523 2.301972 -2.550665 -2.01 0.63 -0.96
C 2.374283 1.310932 -2.766395 0.06 0.09 1.05
C 1.750973 3.741782 -2.710155 -0.05 -1.21 0.25
H -0.111987 0.831382 -4.492505 -0.17 0.25 0.33
H -1.865547 0.426612 -4.258495 0.19 -0.27 -0.94
H -0.552567 -0.791028 -3.935155 -0.20 -0.16 -0.62
H -2.190787 -1.121118 -2.307665 0.58 -0.22 -0.29
H -2.964667 0.282922 -1.860035 0.02 0.52 0.60
H -1.706637 -0.498438 -0.773765 -0.06 0.56 0.08
H 0.912393 -0.510108 0.852505 -0.38 0.16 -0.09
H 0.691673 -0.689398 -0.947615 -0.20 0.05 0.22
H 2.094273 0.146762 -0.286505 0.12 -0.38 0.16
H 1.118623 2.654562 1.139085 0.11 0.43 0.41
H -0.619337 2.843402 0.951305 -0.03 -0.07 -0.53
H 0.022033 1.535702 1.875615 -0.08 -0.55 -0.16
H 3.028473 1.297272 -1.894645 0.42 0.04 0.17
H 1.978103 0.296212 -2.805055 -0.20 0.10 -0.39
H 3.027833 1.507952 -3.616195 -0.41 0.11 -0.29
H 2.681713 3.812772 -2.147335 -0.03 0.52 0.27
H 0.985503 4.445802 -2.383785 0.03 -0.41 0.43
H 1.986253 4.061062 -3.725445 -0.06 -0.59 -0.38
C -8.993047 5.817022 0.600935 -0.36 -0.40 0.07
N -8.627537 4.851192 -0.529075 -0.98 0.55 0.88
O -8.712507 5.264662 -1.696515 0.62 -1.56 2.12
O -8.386497 3.726872 -0.065635 0.14 1.30 -2.18
H -9.740177 6.547612 0.290875 0.47 0.01 -0.37
H -8.092347 6.255532 1.030525 -0.02 0.04 -0.42
H -9.444427 5.180612 1.362075 0.14 0.06 -0.11
C -2.686967 -7.120228 -8.077095 -0.05 0.54 -0.03
N -2.966447 -6.767198 -9.515345 -0.46 1.75 -2.16
O -2.763677 -5.562298 -9.829585 -0.23 -2.59 1.21
O -3.388167 -7.581468 -10.336205 0.65 0.50 1.77
H -2.825967 -8.168318 -7.811965 0.18 0.08 -0.66
H -3.370327 -6.525728 -7.470725 -0.03 0.07 -0.23
H -1.685447 -6.725568 -7.905925 -0.05 -0.35 0.10
C 4.593173 -5.460668 5.073905 0.11 -0.19 -1.02
N 6.054583 -5.680778 4.917775 2.70 0.27 -1.59
O 6.845673 -5.364568 5.802965 -1.40 -0.37 -0.67
O 6.428183 -6.182108 3.825015 -1.09 0.86 2.29
H 4.316563 -6.396348 5.559815 -0.75 0.43 0.09
H 4.247783 -5.374158 4.043705 -0.21 -0.60 0.15
H 4.290453 -4.516368 5.526415 0.64 -0.40 0.74
C -3.558147 7.221272 -7.277745 0.63 -0.71 -0.75
N -2.120137 7.281022 -7.727665 1.84 -1.59 1.04
O -1.643587 6.281562 -8.269785 -1.45 0.52 -0.21
O -1.396417 8.168042 -7.351035 -0.57 1.27 0.09
H -4.029037 6.838902 -8.183375 -0.64 0.48 0.27
H -3.891157 8.159602 -6.834195 0.13 -0.12 -0.49
H -3.581467 6.408922 -6.551345 0.06 0.15 0.06
C -5.390977 -1.532738 5.394525 -0.33 -0.47 0.67
N -5.795157 -2.038968 6.739975 -0.68 0.36 2.38
O -4.908407 -2.247228 7.558805 0.39 -0.16 -1.16
O -6.961197 -2.051758 7.088985 -0.19 -0.08 -1.20
H -5.224907 -0.483828 5.640105 0.61 -0.08 -0.50
H -6.206727 -1.602758 4.674985 0.10 -0.27 0.26
H -4.528067 -2.164458 5.183765 0.09 0.71 -0.47
C 7.986303 6.127382 1.449725 -0.64 -0.24 -0.80
N 8.583913 7.311002 0.774405 2.06 1.33 1.54
O 9.062433 8.205012 1.517315 -1.23 -1.57 -1.82
O 8.717673 7.235442 -0.437145 -0.33 0.43 1.01
H 8.785093 5.391682 1.543425 -0.08 0.08 -0.07
H 7.260823 5.824942 0.694535 -0.06 -0.53 0.42
H 7.524163 6.313552 2.419195 0.29 0.47 -0.26
C 9.331703 3.609072 -5.613275 0.44 -0.14 -0.35
N 9.755753 2.178222 -6.032435 1.60 -0.18 0.33
O 9.076243 1.254982 -5.637535 -0.30 0.54 -0.30
O 10.852553 2.012102 -6.605015 -2.10 1.00 0.69
H 8.678053 4.096472 -6.336665 0.15 -0.54 -0.38
H 10.252333 4.188602 -5.544905 -0.12 -0.20 0.08
H 8.776253 3.587592 -4.675655 0.34 -0.47 -0.06
C 10.688283 -1.673968 2.183495 -0.35 1.14 -1.17
N 9.706403 -0.713668 1.566295 -1.66 -0.29 -0.67
O 10.179363 0.249562 0.980985 -0.79 -0.59 0.51
O 8.491283 -0.983918 1.685675 2.31 0.76 -0.23
H 10.582953 -1.381888 3.228335 0.48 -0.90 0.09
H 11.613313 -1.371628 1.692555 0.19 -0.14 0.68
H 10.418463 -2.667958 1.826735 -0.20 0.03 0.79
```
Positions in Å, forces in eV/Å.

Ordered max |F| results: 2.072; 3.819; unit eV/Å.